(1)
A molecular structure, C31H28BGeN8Pt. Source: OMol25; level of theory: ωB97M-V with the def2-TZVPD basis set.

Element x y z (Å)
1 Pt -0.08320 0.09630 0.09258
2 C -2.19600 -2.01205 -3.00454
3 C -1.60111 -1.97416 -1.75119
4 N -1.01063 -0.78670 -1.58320
5 N -1.20442 -0.04838 -2.70908
6 C -1.92535 -0.77778 -3.57441
7 B -0.72862 1.44228 -2.70804
8 N 0.80111 1.44599 -2.38147
9 C 1.81129 1.85497 -3.16692
10 C 2.99072 1.78598 -2.44719
11 C 2.62145 1.31604 -1.18932
12 N 1.29835 1.14277 -1.16174
13 N -1.51020 2.14249 -1.54481
14 C -2.56213 2.97808 -1.56935
15 C -2.96563 3.24012 -0.27339
16 C -2.10952 2.49236 0.52533
17 N -1.23465 1.84392 -0.25212
18 N -0.93168 2.14525 -4.01217
19 C -0.98324 3.49696 -4.25031
20 C -0.90465 3.67994 -5.59274
21 C -0.78365 2.36974 -6.11696
22 N -0.78568 1.44091 -5.17375
23 H -2.74919 -2.82631 -3.44637
24 H -1.56667 -2.72400 -0.97055
25 H -2.17339 -0.38339 -4.54651
26 H 1.62920 2.16732 -4.18835
27 H 3.98147 2.04366 -2.78750
28 H 3.22174 1.13214 -0.30955
29 H -2.96814 3.33235 -2.50688
30 H -3.77064 3.88476 0.04682
31 H -2.06669 2.40388 1.60114
32 H -1.04269 4.22539 -3.45263
33 H -0.91369 4.61588 -6.13150
34 H -0.68858 2.07203 -7.15305
35 C 0.46139 -0.97937 1.75523
36 Ge 1.43411 -2.65571 1.52754
37 C 3.05867 -2.30204 0.56471
38 C 2.93231 -1.98952 -0.79132
39 C 4.06286 -1.72161 -1.55178
40 C 5.32022 -1.75202 -0.96054
41 C 5.45066 -2.02800 0.39497
42 C 4.32220 -2.29735 1.16115
43 C 1.56700 -3.51862 3.27487
44 C 2.73608 -4.27027 3.63781
45 C 2.85965 -4.73830 4.90881
46 C 1.78605 -4.56280 5.82452
47 C 0.59163 -3.88141 5.45672
48 C 0.46288 -3.40244 4.19040
49 C 0.35065 -4.00093 0.62044
50 C 0.87292 -4.70258 -0.47296
51 C 0.04758 -5.56079 -1.18540
52 C -1.27373 -5.75907 -0.78445
53 C -1.78430 -5.09375 0.32694
54 C -0.97336 -4.22463 1.04025
55 H 0.59597 -0.37781 2.65706
56 H 1.95598 -1.95195 -1.26235
57 H 3.96256 -1.49481 -2.60692
58 H 6.20122 -1.55006 -1.55682
59 H 6.43147 -2.03028 0.85818
60 H 4.43818 -2.48415 2.22453
61 H 3.53233 -4.43704 2.92301
62 H 3.75897 -5.25916 5.21339
63 H 1.86730 -4.98642 6.81856
64 H -0.21014 -3.75777 6.17369
65 H -0.44183 -2.88305 3.90305
66 H 1.90498 -4.57860 -0.77408
67 H 0.43998 -6.08384 -2.04927
68 H -1.90153 -6.45247 -1.32987
69 H -2.80819 -5.25783 0.64064
70 H -1.38383 -3.70828 1.89948

Summary:
charge = +2
HOMO-LUMO gap (spin up / spin down) = 7.875 / 3.928 eV
2S+1 = 6
molar mass = 791.1 g/mol
energy relative to the best compared isomer or geometry (same formula, charge and spin) = 11.8 kcal/mol
⟨S²⟩ = 8.780
HOMO energy (spin up / spin down) = -0.504 / -0.504 hartree

---

(2)
A molecular structure, C31H28BrCl2N4O7RuSi in a non-equilibrium geometry. Source: OMol25; level of theory: ωB97M-V with the def2-TZVPD basis set.

Element x y z (Å)
1 Ru -1.05487 -1.42720 -0.24365
2 C -1.35767 -1.33970 3.42375
3 O -0.42097 -1.55070 2.37615
4 C 0.89513 -1.49760 2.72645
5 C 1.35343 -1.38260 4.02785
6 C 2.72293 -1.30140 4.26415
7 Br 3.34233 -1.17600 6.04875
8 C 3.63563 -1.28750 3.23435
9 C 3.19383 -1.39080 1.91505
10 C 1.82533 -1.55720 1.66475
11 O 1.33043 -1.86000 0.43815
12 C 4.22543 -1.36110 0.89425
13 N 5.42763 -1.83180 1.11935
14 C 6.14433 -1.63420 -0.01305
15 C 7.47973 -1.94040 -0.28915
16 C 7.95133 -1.60210 -1.53405
17 C 7.13253 -0.98920 -2.48955
18 C 5.80793 -0.67000 -2.23445
19 C 5.32353 -0.99240 -0.98115
20 N 4.09003 -0.84920 -0.37665
21 H -1.14577 -0.41130 3.96285
22 H -1.36047 -2.18150 4.12335
23 H -2.32737 -1.26240 2.94245
24 H 0.68353 -1.38610 4.87035
25 H 4.69333 -1.21330 3.42085
26 H 2.03533 -1.80860 -0.22555
27 H 8.09363 -2.41660 0.45705
28 H 8.97783 -1.80610 -1.78875
29 H 7.54423 -0.75960 -3.45905
30 H 5.19083 -0.19080 -2.98045
31 H 3.35423 -0.23130 -0.68955
32 O 0.87733 0.73870 -0.31445
33 C -0.18757 1.21530 0.08095
34 O -1.20567 0.48650 0.35975
35 C -0.40677 2.68460 0.22055
36 C -1.32787 3.17320 1.14455
37 C -1.56347 4.53210 1.22385
38 C -0.89347 5.38450 0.35355
39 C 0.03173 4.91040 -0.56795
40 C 0.28083 3.55350 -0.62175
41 N -1.18517 6.80730 0.39825
42 O -1.93717 7.18820 1.26485
43 O -0.66327 7.50200 -0.44165
44 H -1.84937 2.48210 1.79095
45 H -2.25937 4.94480 1.94015
46 H 0.53553 5.60910 -1.22075
47 H 0.99273 3.14970 -1.32315
48 Cl 0.27923 -0.87460 -2.53885
49 C -0.48237 -1.19270 -4.11705
50 Cl -2.14897 -1.73310 -3.86375
51 H 0.07833 -1.98160 -4.61865
52 H -0.48707 -0.26330 -4.68905
53 O -0.31897 -5.49000 0.14855
54 C -0.61747 -4.41460 -0.16745
55 N -0.93567 -3.32550 -0.54055
56 C -4.19277 -3.04040 -1.34255
57 Si -3.49737 -1.51000 -0.39865
58 C -4.26627 -1.66360 1.35645
59 C -4.05337 0.19420 -1.12765
60 C -5.34337 0.61200 -0.80805
61 C -5.84297 1.80210 -1.30295
62 C -5.05547 2.60180 -2.11075
63 C -3.76517 2.20890 -2.41745
64 C -3.26747 1.01270 -1.93145
65 H -5.24767 -2.85430 -1.51685
66 H -4.11167 -3.92760 -0.72145
67 H -3.73677 -3.25820 -2.30055
68 H -5.32567 -1.87700 1.24595
69 H -4.17047 -0.74670 1.93205
70 H -3.84097 -2.49190 1.91625
71 H -5.96787 -0.00150 -0.18005
72 H -6.85317 2.09170 -1.06445
73 H -5.44687 3.52880 -2.49595
74 H -3.15137 2.82760 -3.05335
75 H -2.25697 0.71350 -2.18425

Summary:
charge = +1
HOMO-LUMO gap (spin up / spin down) = 6.387 / 4.126 eV
2S+1 = 5
molar mass = 848.6 g/mol
⟨S²⟩ = 6.020
HOMO energy (spin up / spin down) = -0.383 / -0.382 hartree

---

(3)
A molecular structure, C31H28BrF2N3O5Pd in a non-equilibrium geometry. Source: OMol25; level of theory: ωB97M-V with the def2-TZVPD basis set.

Element x y z (Å)
1 Pd 1.25993 -2.17095 -2.29833
2 F 1.12686 4.12946 -0.02173
3 C 0.58098 3.05141 0.56724
4 C 0.59527 1.86849 -0.10792
5 C -0.00866 0.73481 0.44994
6 C 0.01621 -0.52946 -0.26595
7 O 0.53696 -0.50940 -1.42995
8 C -0.57376 -1.63958 0.36863
9 C -1.18528 -1.43972 1.58546
10 N -1.20139 -0.28760 2.26207
11 C -1.89468 -0.20722 3.53819
12 C -1.08684 -0.06541 4.79603
13 C -1.79342 -1.35251 4.49317
14 C -0.60973 0.84091 1.70945
15 C -0.58890 2.06116 2.39654
16 C 0.00259 3.18397 1.84593
17 N 0.02087 4.38926 2.58141
18 C -1.23222 4.92928 3.09020
19 C -0.99722 5.42989 4.52197
20 N 0.46213 5.78646 4.65597
21 C 0.95890 6.47152 3.41657
22 C 0.97358 5.45192 2.26624
23 C -0.63800 -3.07455 -0.14340
24 O -1.54533 -3.77035 0.27229
25 O 0.26937 -3.46472 -0.97624
26 H 1.06644 1.80835 -1.07926
27 H -1.69867 -2.27792 2.03607
28 H -2.84045 0.31540 3.46837
29 H -1.47842 0.57112 5.57741
30 H -0.01012 -0.06548 4.69030
31 H -2.68398 -1.60424 5.04940
32 H -1.17775 -2.19719 4.21874
33 H -1.01390 2.11867 3.38795
34 H -2.00418 4.16542 3.09688
35 H -1.59183 5.74524 2.45285
36 H -1.20767 4.66936 5.27102
37 H -1.57471 6.32395 4.74841
38 H 0.99451 4.92364 4.78110
39 H 0.61343 6.36659 5.48144
40 H 1.94898 6.87504 3.61299
41 H 0.27643 7.29892 3.23242
42 H 1.96602 5.01799 2.15929
43 H 0.73915 5.98674 1.34325
44 F -4.42743 -2.51764 -1.71444
45 C -3.29948 -2.43273 -2.38605
46 C -2.86590 -1.15640 -2.76517
47 C -1.68232 -1.05234 -3.43825
48 C -0.92757 -2.21849 -3.74093
49 C 0.31102 -2.11747 -4.38379
50 C -1.43015 -3.49269 -3.35743
51 C -2.61075 -3.60652 -2.67487
52 H -3.47814 -0.29929 -2.52331
53 H -1.30212 -0.08633 -3.74438
54 H 0.65116 -1.17092 -4.78834
55 H 0.77247 -3.01310 -4.78662
56 H -0.85488 -4.37837 -3.59683
57 H -2.99635 -4.55583 -2.33345
58 Br 1.28316 -6.89787 -5.47424
59 C 2.09762 -5.37497 -4.73721
60 C 1.92845 -5.07285 -3.40879
61 C 2.52787 -3.90904 -2.87924
62 C 3.32331 -3.08691 -3.70782
63 C 3.50239 -3.42598 -5.04640
64 C 2.89945 -4.55814 -5.55485
65 C 3.83449 -1.76395 -3.21942
66 O 4.90352 -1.31802 -3.52028
67 O 2.92257 -1.12215 -2.50889
68 H 1.36451 -5.72341 -2.75318
69 H 2.62933 -3.89114 -1.79190
70 H 4.11489 -2.78997 -5.67202
71 H 3.03736 -4.82620 -6.59432

Summary:
charge = +2
HOMO-LUMO gap = 6.783 eV
2S+1 = 1
molar mass = 746.9 g/mol
energy relative to the best compared isomer or geometry (same formula, charge and spin) = 34.7 kcal/mol
HOMO energy = -0.499 hartree

---

(4)
A molecular structure, C31H28BrN8ReSSe. Source: OMol25; level of theory: ωB97M-V with the def2-TZVPD basis set.

Element x y z (Å)
1 Re 0.07812 0.41948 0.08841
2 C 1.14491 1.25163 -2.72668
3 N 0.61637 1.89785 -1.48714
4 C 1.57435 2.86537 -0.88702
5 C 2.47114 2.09154 0.00560
6 N 2.04000 0.96552 0.56785
7 C 3.13443 0.45785 1.31007
8 C 3.33179 -0.72789 2.01656
9 C 4.56209 -0.90969 2.61440
10 C 5.58851 0.04320 2.52081
11 C 5.41783 1.20491 1.80028
12 C 4.17802 1.37376 1.19886
13 N 3.71333 2.38960 0.36021
14 C 1.31968 -0.21558 -2.51124
15 N 1.04636 -0.80360 -1.35279
16 C 1.37953 -2.16565 -1.51081
17 C 1.34360 -3.23967 -0.62448
18 C 1.76241 -4.46401 -1.10641
19 C 2.21152 -4.62917 -2.42691
20 C 2.26337 -3.56855 -3.30742
21 C 1.83777 -2.34313 -2.81198
22 N 1.78509 -1.07984 -3.40909
23 H 2.10271 1.69788 -2.99934
24 H 0.45604 1.43560 -3.55243
25 H -0.23488 2.40053 -1.73226
26 H 1.00214 3.57916 -0.29200
27 H 2.12031 3.42092 -1.65035
28 H 2.57494 -1.49127 2.10039
29 H 4.74544 -1.81937 3.16972
30 H 6.53346 -0.14616 3.01078
31 H 6.20737 1.93769 1.70297
32 H 4.23386 3.20319 0.06548
33 H 1.02556 -3.12872 0.40328
34 H 1.75767 -5.32159 -0.44733
35 H 2.53314 -5.60781 -2.75557
36 H 2.62160 -3.68843 -4.32090
37 H 2.08401 -0.85387 -4.34686
38 S 0.04594 -1.02872 1.91383
39 C -1.46135 -1.15821 2.80692
40 N -2.63629 -0.68436 2.35250
41 C -3.80217 -0.78086 3.03181
42 C -3.82834 -1.39784 4.25120
43 C -2.63274 -1.91064 4.76088
44 C -1.45664 -1.79274 4.04429
45 H -2.62995 -0.20004 1.46088
46 H -4.67041 -0.34881 2.55540
47 H -4.75753 -1.47386 4.79652
48 H -2.62458 -2.40145 5.72580
49 H -0.52411 -2.17904 4.43084
50 Se -0.94529 2.09229 1.51071
51 C -2.03847 3.30548 0.49083
52 C -1.54839 4.44843 -0.11905
53 C -2.44579 5.24113 -0.82821
54 N -3.74518 4.97253 -0.93556
55 C -4.20354 3.90474 -0.29041
56 C -3.39539 3.03559 0.43413
57 H -0.51800 4.76683 -0.02698
58 H -2.10059 6.14370 -1.31984
59 H -5.26998 3.72087 -0.36192
60 H -3.83654 2.18596 0.94118
61 Br -2.34040 1.72809 -2.55103
62 C -2.53516 -0.01724 -1.87542
63 C -3.54031 -0.75190 -2.48435
64 C -3.72690 -2.07415 -2.12804
65 C -2.88264 -2.62008 -1.17366
66 C -1.92040 -1.82099 -0.60577
67 N -1.73022 -0.50645 -0.90918
68 H -4.15103 -0.28192 -3.24144
69 H -4.50314 -2.66335 -2.59890
70 H -2.95883 -3.65389 -0.86706
71 H -1.24922 -2.23075 0.13243

Summary:
charge = +3
HOMO-LUMO gap (spin up / spin down) = 5.786 / 6.527 eV
2S+1 = 2
molar mass = 889.8 g/mol
energy relative to the best compared isomer or geometry (same formula, charge and spin) = 8.5 kcal/mol
⟨S²⟩ = 0.933
HOMO energy (spin up / spin down) = -0.599 / -0.605 hartree

---

Question: The lowest molar mass belongs to which entry?
Answer: C31H28BrF2N3O5Pd